{"formula": "C3H6NO2", "method": "the ωB97M-V functional and the def2-TZVPD basis", "smiles": "CC(=O)NC[O-]", "gap_ev": 6.827, "total_charge": -1, "de_lowest_ev": 2.255, "energy_ev": -8792.962, "symbols": ["C", "C", "O", "N", "C", "O", "H", "H", "H", "H", "H", "H"], "positions_angstrom": [[-0.05247, -1.97092, 0.02962], [0.26412, -0.51489, -0.39575], [1.21168, -0.22517, -1.17963], [-0.53275, 0.40333, 0.13905], [-0.02688, 2.04352, -0.00185], [0.31148, 2.51114, 1.19221], [-0.91716, -2.25389, 0.45642], [0.07097, -2.72194, -0.81470], [0.76926, -2.15918, 0.71487], [-1.11662, 0.37091, 0.94246], [-0.89870, 2.47122, -0.49776], [0.91708, 2.04589, -0.58494]], "forces_ev_per_angstrom": [[4.3, -0.2, -2.8], [-0.1, 0.2, -0.6], [-1.6, -1.4, 1.2], [1.4, 2.7, -1.7], [1.9, -0.2, 2.3], [-1.3, -0.3, -0.5], [-3.3, 0.0, 1.7], [0.2, 1.1, 0.7], [0.1, -0.5, 0.3], [-0.2, -0.8, 0.6], [-0.4, 0.1, -0.3], [-1.0, -0.7, -0.8]]}